C22H30N7O3 | the ωB97M-V functional and the def2-TZVPD basis

Output
- total charge = +1
- gap between HOMO and LUMO (eV) = 8.4
- multiplicity = 1
- LUMO (eV) = -2.398

Cartesian coordinates (Å):
O1 -1.05348 -2.31436 3.37069
O2 2.35937 0.89091 2.07252
N1 3.81303 1.22022 -3.92047
N2 3.52675 1.25075 -1.58937
O3 -1.73558 2.11667 -1.63936
C1 -1.05733 -1.33353 4.10398
C2 1.29546 1.14651 2.61831
C3 -3.18589 -0.50882 1.22305
C4 -1.83627 -0.52725 1.00083
C5 -2.63625 -2.50530 0.42565
C6 4.03501 1.74947 -2.71712
C7 3.06358 0.12452 -4.00519
C8 2.80166 0.16636 -1.69167
C9 -2.03535 -2.51688 -2.84922
C10 -2.61621 -1.25495 -2.69553
C11 -0.64521 -2.64480 -2.91074
C12 -0.41614 -0.25287 -2.67996
C13 -1.81213 -0.11053 -2.60403
C14 2.52332 -0.46863 -2.87914
C15 0.18544 -1.51782 -2.83618
N3 -3.67246 -1.75304 0.85426
N4 2.38469 -0.31417 -0.49719
N5 1.18884 2.26907 3.34109
N6 -0.57035 -0.14167 3.74484
N7 -1.51211 -1.76555 0.48321
C16 -1.64053 -1.43270 5.49416
C17 4.88767 2.97230 -2.63538
C18 -2.44374 1.25970 -2.53875
C19 1.68380 -1.72681 -2.98495
C20 0.03326 2.83657 4.04214
C21 -0.84291 0.55067 1.36147
C22 0.13976 0.13575 2.48026
H1 -1.96248 3.04836 -1.80864
H2 -3.74860 0.31157 1.65223
H3 -2.68944 -3.53681 0.09085
H4 2.88029 -0.31187 -4.98244
H5 -2.66337 -3.39703 -2.95523
H6 -3.69821 -1.16307 -2.68311
H7 -0.20629 -3.62849 -3.05641
H8 0.19114 0.64704 -2.64362
H9 -4.63495 -2.06299 0.94114
H10 2.71066 0.29834 0.25696
H11 2.61214 -1.29134 -0.37979
H12 2.04128 2.81167 3.35751
H13 -0.59495 0.58813 4.43869
H14 -0.58238 -2.05046 0.19806
H15 -0.86153 -1.23242 6.22833
H16 -2.45186 -0.71642 5.60696
H17 -2.02190 -2.44197 5.64885
H18 4.25813 3.86341 -2.69136
H19 5.44078 2.98435 -1.69248
H20 5.60229 2.99008 -3.46272
H21 -2.43038 1.69664 -3.54303
H22 -3.48885 1.18377 -2.22168
H23 2.01804 -2.44147 -2.22638
H24 1.86656 -2.19356 -3.95957
H25 -0.03549 2.42455 5.05103
H26 0.16236 3.91835 4.12771
H27 -0.89264 2.65035 3.49695
H28 -0.26985 0.78785 0.46088
H29 -1.38139 1.45346 1.64854
H30 0.62121 -0.78983 2.15958

Listed below, in e, are the Mulliken charges computed for each atom: number 1, O, carries -0.63; number 2, O, carries -0.76; number 3, N, carries -0.65; number 4, N, carries -0.64; number 5, O, carries -0.46; number 6, C, carries 0.80; number 7, C, carries -0.03; number 8, C, carries -0.88; number 9, C, carries -0.08; number 10, C, carries -0.52; number 11, C, carries 0.45; number 12, C, carries -0.67; number 13, C, carries 0.41; number 14, C, carries -0.95; number 15, C, carries -0.61; number 16, C, carries -0.63; number 17, C, carries 0.34; number 18, C, carries 0.33; number 19, C, carries 0.77; number 20, C, carries 0.63; number 21, N, carries 0.05; number 22, N, carries -0.03; number 23, N, carries -0.10; number 24, N, carries 0.13; number 25, N, carries 0.62; number 26, C, carries -1.40; number 27, C, carries -1.12; number 28, C, carries -1.06; number 29, C, carries -1.68; number 30, C, carries -0.99; number 31, C, carries -0.25; number 32, C, carries 0.16; number 33, H, carries 0.28; number 34, H, carries 0.50; number 35, H, carries 0.42; number 36, H, carries 0.44; number 37, H, carries 0.49; number 38, H, carries 0.47; number 39, H, carries 0.47; number 40, H, carries 0.45; number 41, H, carries 0.23; number 42, H, carries 0.28; number 43, H, carries 0.24; number 44, H, carries 0.34; number 45, H, carries 0.09; number 46, H, carries 0.24; number 47, H, carries 0.36; number 48, H, carries 0.36; number 49, H, carries 0.36; number 50, H, carries 0.23; number 51, H, carries 0.34; number 52, H, carries 0.35; number 53, H, carries 0.48; number 54, H, carries 0.33; number 55, H, carries 0.33; number 56, H, carries 0.54; number 57, H, carries 0.34; number 58, H, carries 0.33; number 59, H, carries 0.31; number 60, H, carries -0.01; number 61, H, carries 0.30; number 62, H, carries 0.55

=====

C5H2O | the ωB97M-V functional and the def2-TZVPD basis

Output
- gap between HOMO and LUMO (eV) = 8.6
- energy above the lowest of the compared OMol25 structures with the same formula, charge and spin (kcal/mol) = 60.2
- multiplicity = 1
- SMILES = O=CC=C1C#C1
- LUMO (eV) = -1.649

Cartesian coordinates (Å):
O1 -1.07188 -1.44376 1.55206
C1 -0.75787 -0.46412 0.92400
C2 0.57626 -0.36789 0.27327
C3 0.71657 0.58362 -0.63293
C4 -0.07035 0.74875 -1.99256
C5 0.72446 1.66483 -1.43743
H1 -1.43759 0.40695 0.83489
H2 1.32039 -1.12837 0.47869

Listed below, in e, are the Mulliken charges computed for each atom: number 1, O, carries -0.44; number 2, C, carries -0.01; number 3, C, carries -0.27; number 4, C, carries 0.49; number 5, C, carries -0.22; number 6, C, carries -0.22; number 7, H, carries 0.35; number 8, H, carries 0.32

=====

C5H9NO | the ωB97M-V functional and the def2-TZVPD basis

Output
- gap between HOMO and LUMO (eV) = 10.3
- energy above the lowest of the compared OMol25 structures with the same formula, charge and spin (kcal/mol) = 44.8
- multiplicity = 1
- SMILES = CC(=O)[C@@H]1CN1C
- LUMO (eV) = 0.939

Cartesian coordinates (Å):
C1 -1.39438 1.20541 1.29626
C2 -1.50330 -0.16949 0.67938
O1 -2.50359 -0.85000 0.77471
C3 -0.31927 -0.69606 -0.07954
C4 1.03458 -0.74647 0.55016
N1 0.73207 0.22620 -0.46857
C5 1.32877 -0.00426 -1.77391
H1 -2.18298 1.32875 2.04081
H2 -0.41205 1.38427 1.74227
H3 -1.52097 1.95676 0.50892
H4 -0.56725 -1.51718 -0.75332
H5 1.65662 -1.60150 0.28275
H6 1.18760 -0.36272 1.55694
H7 2.30213 0.49420 -1.81294
H8 0.68579 0.42687 -2.54697
H9 1.47623 -1.07477 -1.99694

Listed below, in e, are the Mulliken charges computed for each atom: number 1, C, carries -1.06; number 2, C, carries 0.25; number 3, O, carries -0.57; number 4, C, carries 0.09; number 5, C, carries -0.38; number 6, N, carries -0.22; number 7, C, carries -0.84; number 8, H, carries 0.34; number 9, H, carries 0.34; number 10, H, carries 0.27; number 11, H, carries 0.40; number 12, H, carries 0.27; number 13, H, carries 0.20; number 14, H, carries 0.28; number 15, H, carries 0.29; number 16, H, carries 0.32